{
  "formula": "C34H68BBrCl28O6S",
  "method": "ωB97M-V/def2-TZVPD",
  "multiplicity": 1,
  "e_lumo_ha": 0.0049,
  "total_energy_ha": -17670.11371,
  "e_homo_ev": -9.9,
  "gap_ev": 10.03,
  "symbols": ["C", "C", "C", "C", "C", "C", "C", "C", "C", "C", "C", "C", "C", "C", "O", "C", "C", "C", "O", "S", "O", "O", "O", "C", "Br", "B", "O", "C", "C", "H", "H", "H", "H", "H", "H", "H", "H", "H", "H", "H", "H", "H", "H", "H", "H", "H", "H", "H", "H", "H", "H", "H", "H", "H", "H", "H", "H", "H", "H", "H", "H", "H", "H", "H", "H", "H", "H", "H", "H", "C", "Cl", "Cl", "H", "H", "C", "Cl", "Cl", "H", "H", "C", "Cl", "Cl", "H", "H", "C", "Cl", "Cl", "H", "H", "C", "Cl", "Cl", "H", "H", "C", "Cl", "Cl", "H", "H", "C", "Cl", "Cl", "H", "H", "C", "Cl", "Cl", "H", "H", "C", "Cl", "Cl", "H", "H", "C", "Cl", "Cl", "H", "H", "C", "Cl", "Cl", "H", "H", "C", "Cl", "Cl", "H", "H", "C", "Cl", "Cl", "H", "H", "C", "Cl", "Cl", "H", "H"],
  "coordinates": [[-8.41143, 0.23704, 0.54871], [-7.61398, 0.76699, -0.64262], [-6.15947, 0.26937, -0.56526], [-5.55478, -0.13269, -1.92487], [-4.15035, 0.44024, -2.20311], [-3.17030, -0.64366, -2.66510], [-2.00352, -0.15512, -3.54162], [-0.66509, -0.30713, -2.84159], [0.52354, 0.20060, -3.67273], [1.61699, -0.86594, -3.94758], [2.93295, -0.59447, -3.19284], [4.00212, -0.01636, -4.13873], [4.91941, 1.03178, -3.43573], [5.69329, 0.25647, -2.34408], [5.05949, 0.34364, -1.08288], [5.74637, 1.17887, -0.16801], [5.45676, 2.65725, -0.33717], [5.93342, 3.46012, 0.85544], [4.04061, 2.00378, -2.88441], [3.71942, 3.17444, -3.90936], [3.93334, 4.38561, -3.20258], [2.47644, 3.03873, -4.56306], [4.89489, 2.86088, -4.90433], [5.77428, 1.76435, -4.49813], [6.16214, 0.82242, -6.15909], [7.19174, 2.45378, -4.13866], [8.08184, 1.84393, -3.29111], [7.56376, 3.81814, -4.81416], [7.04152, 5.05428, -4.03008], [-8.07331, 0.70954, 1.47042], [-8.24670, -0.83092, 0.63342], [-9.47038, 0.45405, 0.42639], [-7.64980, 1.85494, -0.64588], [-8.07679, 0.38839, -1.55238], [-5.54018, 0.99353, -0.04894], [-6.19175, -0.61197, 0.07553], [-6.22543, 0.21893, -2.70526], [-5.52011, -1.22008, -1.95648], [-4.24279, 1.22077, -2.95688], [-3.76265, 0.91375, -1.30194], [-2.78189, -1.12895, -1.76911], [-3.76878, -1.36487, -3.21876], [-2.16434, 0.88640, -3.81285], [-1.99552, -0.74254, -4.46131], [-0.71395, 0.29411, -1.92924], [-0.52893, -1.33396, -2.50979], [0.98850, 1.05881, -3.19483], [0.15149, 0.56014, -4.63082], [1.20783, -1.83025, -3.65535], [1.78534, -0.90977, -5.02228], [2.72175, 0.05934, -2.35617], [3.29006, -1.55935, -2.83951], [4.60388, -0.83946, -4.50228], [3.49707, 0.49217, -4.95983], [6.72225, 0.58675, -2.24741], [5.72069, -0.79252, -2.62317], [6.82269, 0.98703, -0.16867], [5.38982, 0.89937, 0.82445], [5.84786, 3.03582, -1.28503], [4.37555, 2.76161, -0.40987], [6.98223, 3.29493, 1.09866], [5.33332, 3.20835, 1.72794], [5.78359, 4.52301, 0.69639], [8.29708, 2.38964, -2.52529], [8.65283, 3.86124, -4.81750], [7.26733, 3.85395, -5.85891], [6.30848, 4.79950, -3.27050], [6.56927, 5.74274, -4.72308], [7.85637, 5.59277, -3.55494], [7.07852, 7.76929, 0.92660], [8.79430, 7.38172, 0.75630], [6.38957, 7.06995, 2.39867], [6.96252, 8.84484, 0.97522], [6.55160, 7.36843, 0.06893], [-3.63834, 1.33912, 2.67143], [-3.97352, 2.47896, 1.36490], [-5.02939, 0.30167, 3.03590], [-2.80968, 0.70763, 2.37329], [-3.38969, 1.90033, 3.56396], [9.23494, 4.74531, 3.59555], [8.49322, 3.28226, 4.25308], [10.69986, 4.38780, 2.67050], [8.52211, 5.22513, 2.93555], [9.49946, 5.40439, 4.41116], [-2.39570, -3.25747, -0.26739], [-3.34660, -2.03636, 0.59200], [-1.61900, -4.39334, 0.84266], [-3.05921, -3.80958, -0.92211], [-1.62696, -2.75441, -0.84191], [7.19531, 4.88171, 8.03362], [8.33483, 5.49766, 6.83051], [5.52385, 5.27654, 7.62369], [7.29582, 3.80403, 8.07743], [7.43233, 5.32803, 8.99128], [-7.35728, 2.67860, 4.76315], [-7.51762, 4.16563, 3.81985], [-8.92605, 2.03542, 5.26420], [-6.86343, 1.93735, 4.14856], [-6.77393, 2.89381, 5.65027], [-8.97745, -3.63725, 2.59395], [-10.05832, -2.72250, 1.54310], [-7.38311, -2.87607, 2.71365], [-9.41344, -3.69172, 3.58424], [-8.84919, -4.62766, 2.17402], [-8.32668, -5.33479, -1.23423], [-8.10608, -3.58782, -1.33201], [-7.33269, -6.06949, 0.03688], [-9.36845, -5.54590, -1.02437], [-8.03339, -5.76731, -2.18298], [-2.84605, -3.68315, -4.64053], [-3.89064, -4.46891, -3.45218], [-1.15337, -3.65003, -4.12637], [-2.90884, -4.22529, -5.57623], [-3.18513, -2.66238, -4.76773], [-2.52682, -8.08232, -2.00442], [-2.51589, -7.93506, -3.76554], [-3.83733, -7.16092, -1.25423], [-2.65653, -9.12700, -1.75073], [-1.58438, -7.71082, -1.62125], [-4.50981, -2.44008, 5.34364], [-5.48307, -1.22943, 6.18821], [-3.72066, -3.54658, 6.47701], [-5.15656, -3.01494, 4.69283], [-3.74616, -1.93094, 4.76863], [-7.67618, -8.80396, 2.95266], [-8.31253, -7.17004, 3.17946], [-8.83248, -10.04230, 3.45001], [-7.45422, -8.93942, 1.90064], [-6.77869, -8.90722, 3.54974], [-3.65372, -1.65526, 9.65639], [-3.33481, 0.07714, 9.49333], [-2.62408, -2.40525, 10.88396], [-4.68879, -1.78889, 9.94558], [-3.45815, -2.13154, 8.70430], [9.41197, -1.15498, 0.59648], [9.18914, -0.17217, -0.85740], [8.00683, -2.17612, 0.91741], [10.27822, -1.78856, 0.45258], [9.55838, -0.49181, 1.44045]],
  "forces_ev_per_angstrom": [[0.13, 0.53, -0.28], [0.19, -0.35, 0.50], [-0.47, -0.23, -0.23], [0.18, 0.52, 0.56], [-0.10, -0.28, 0.07], [-0.13, 0.48, -0.27], [-0.26, -0.50, 0.34], [0.17, 0.89, 0.29], [0.23, -0.50, -0.34], [-0.44, 0.46, 0.25], [-0.18, -0.57, -0.80], [-0.39, 0.75, 0.79], [-0.63, -2.76, -1.25], [0.11, 0.56, 0.79], [0.23, -0.09, -0.18], [-0.21, 0.22, 0.56], [-0.30, -0.11, -0.15], [-0.04, 0.15, 0.05], [0.22, 0.57, -0.04], [-0.02, 0.48, 0.98], [0.39, 0.28, 0.07], [-0.38, -0.68, -0.46], [0.20, -0.05, -0.43], [0.01, 1.20, 0.41], [0.16, -0.18, 0.23], [0.23, 0.27, -0.47], [-0.65, -0.25, 0.50], [0.34, 0.05, 0.36], [0.01, -0.10, -0.32], [0.01, -0.03, 0.16], [-0.19, -0.15, 0.08], [-0.15, -0.12, 0.13], [-0.05, 0.12, -0.26], [-0.04, 0.10, -0.19], [0.05, 0.10, -0.05], [0.25, -0.12, 0.10], [-0.09, -0.18, -0.21], [-0.04, -0.12, -0.21], [0.14, 0.08, -0.11], [0.06, 0.12, 0.05], [-0.06, -0.15, -0.21], [0.05, -0.26, 0.01], [0.07, 0.12, -0.13], [0.14, 0.11, -0.22], [-0.07, -0.07, 0.17], [0.08, -0.19, -0.12], [-0.01, 0.15, 0.04], [-0.11, 0.11, -0.06], [0.07, -0.19, -0.01], [0.20, -0.15, -0.08], [0.17, 0.00, 0.24], [0.18, 0.09, 0.45], [0.14, 0.05, -0.38], [0.07, -0.09, -0.24], [-0.01, 0.05, -0.15], [-0.06, -0.12, -0.16], [0.03, -0.10, -0.18], [-0.07, -0.18, 0.03], [0.18, 0.08, 0.01], [-0.10, 0.06, -0.12], [0.12, -0.04, 0.01], [0.08, -0.12, 0.17], [0.07, 0.19, -0.09], [0.57, 0.09, -0.24], [0.13, -0.03, -0.10], [-0.28, 0.01, -0.05], [-0.11, 0.06, 0.07], [-0.18, 0.13, 0.05], [0.11, -0.02, 0.11], [-0.07, 0.02, -0.05], [0.03, -0.01, -0.01], [-0.04, 0.01, 0.00], [0.07, 0.01, 0.05], [-0.01, -0.07, 0.03], [0.09, 0.01, -0.01], [0.11, 0.11, 0.14], [0.06, -0.03, -0.09], [-0.04, -0.06, -0.06], [-0.06, 0.03, 0.01], [-0.07, 0.01, -0.13], [-0.01, -0.09, -0.12], [0.02, 0.01, -0.02], [0.00, -0.04, -0.03], [0.05, -0.04, 0.07], [0.00, -0.06, -0.04], [-0.10, 0.00, 0.18], [0.02, -0.02, -0.01], [-0.02, -0.01, 0.06], [0.04, 0.01, 0.04], [-0.02, -0.07, 0.02], [0.03, 0.17, 0.20], [-0.01, -0.01, 0.02], [-0.02, -0.01, -0.07], [0.00, 0.06, -0.02], [0.02, -0.03, 0.00], [0.04, 0.01, -0.01], [0.01, -0.03, 0.02], [-0.04, -0.01, -0.03], [-0.04, 0.04, 0.03], [-0.01, -0.08, 0.00], [-0.20, -0.07, 0.10], [0.08, -0.02, 0.02], [0.02, 0.08, 0.02], [0.07, 0.02, -0.06], [0.02, -0.03, -0.16], [0.08, 0.02, -0.02], [-0.01, 0.08, -0.05], [0.00, 0.04, 0.09], [0.05, -0.01, 0.01], [-0.05, 0.05, -0.09], [-0.03, 0.03, -0.09], [-0.04, -0.06, 0.00], [0.01, -0.09, 0.05], [0.04, 0.03, 0.03], [0.06, -0.01, 0.05], [0.01, -0.02, -0.01], [-0.04, -0.06, 0.07], [-0.06, -0.01, -0.02], [0.00, 0.08, -0.02], [-0.01, 0.07, -0.06], [-0.03, -0.02, 0.04], [0.04, -0.11, -0.08], [-0.07, -0.04, 0.04], [0.02, 0.03, 0.04], [0.06, -0.03, -0.07], [-0.01, -0.02, 0.15], [0.02, -0.02, -0.01], [-0.06, 0.02, -0.02], [-0.03, 0.02, 0.06], [-0.02, -0.01, -0.04], [-0.02, 0.01, -0.02], [-0.01, -0.03, 0.00], [0.00, 0.03, 0.05], [0.04, 0.05, 0.03], [0.01, 0.01, 0.10], [0.14, -0.02, -0.10], [0.01, 0.00, 0.01], [-0.02, -0.03, -0.06], [-0.05, 0.03, -0.01]],
  "mulliken_charge": [-0.70, -0.63, 0.86, -0.82, -0.43, 0.72, -0.83, 0.03, -0.67, -0.90, -0.81, -2.14, 1.89, -0.83, -0.39, -0.29, 1.08, -1.61, -0.05, 1.29, -0.62, -0.64, -0.43, -0.28, -0.11, 0.09, -0.46, -0.39, -0.83, 0.10, -0.06, 0.44, 0.33, 0.36, -0.63, 0.09, 0.31, 0.19, 0.37, 0.17, -0.90, 0.20, 0.35, 0.26, 0.25, -0.19, 0.36, 0.48, 0.42, 0.47, 0.42, 0.51, 0.55, 0.80, 0.00, 0.40, -0.07, 0.43, -0.40, 0.06, 0.36, 0.36, 0.36, 0.29, 0.32, 0.28, 0.16, 0.28, 0.33, -0.22, -0.14, -0.14, 0.32, 0.18, -0.47, -0.16, -0.01, 0.30, 0.40, 0.32, -0.15, -0.18, -0.18, 0.18, 0.51, -0.04, -0.19, -0.01, -0.30, -0.28, -0.12, -0.15, 0.25, 0.30, 0.28, -0.17, -0.17, -0.29, 0.32, -0.11, -0.14, -0.02, 0.37, -0.11, -0.54, -0.04, -0.12, 0.33, 0.37, -0.32, -0.10, -0.11, 0.44, 0.15, -0.32, -0.15, -0.08, 0.30, 0.25, 0.08, -0.12, -0.21, 0.03, 0.21, -0.24, -0.11, -0.16, 0.21, 0.31, 0.24, -0.16, -0.17, 0.27, -0.18, -0.35, -0.04, -0.15, 0.33, 0.25]
}